{"formula": "C44H63I2N2OP2SiW", "method": "the ωB97M-V functional and the def2-TZVPD basis", "species": ["W", "C", "Si", "C", "C", "C", "C", "C", "C", "P", "C", "C", "C", "C", "C", "C", "C", "C", "C", "C", "C", "C", "C", "C", "C", "C", "C", "C", "P", "C", "C", "C", "C", "C", "C", "C", "C", "C", "C", "C", "C", "H", "H", "H", "H", "H", "H", "H", "H", "H", "H", "H", "H", "H", "H", "H", "H", "H", "H", "H", "H", "H", "H", "H", "H", "H", "H", "H", "H", "H", "H", "H", "H", "H", "H", "H", "H", "H", "H", "H", "H", "H", "H", "H", "H", "H", "H", "H", "H", "H", "H", "H", "H", "H", "H", "H", "N", "C", "O", "C", "I", "H", "H", "H", "H", "I", "C", "C", "C", "C", "C", "N", "H", "H", "H", "H"], "positions_angstrom": [[0.0940, -0.5399, 0.3830], [-1.1230, 2.6296, -1.2952], [-0.0541, 2.0760, 0.1738], [-0.9819, 2.7146, 1.6822], [-1.4709, 4.0266, 1.6918], [-2.2549, 4.4941, 2.7344], [-2.6012, 3.6350, 3.7708], [-2.1380, 2.3301, 3.7781], [-1.3109, 1.8690, 2.7484], [-0.6193, 0.1870, 2.7390], [0.7511, 0.1375, 3.9699], [0.3896, 0.6761, 5.3776], [1.6251, 1.2383, 6.0996], [2.8614, 0.4267, 5.7432], [3.2135, 0.6449, 4.2642], [1.9624, 0.8959, 3.4052], [-2.0429, -0.9089, 3.2198], [-2.4145, -0.9174, 4.7288], [-1.9849, -2.2180, 5.4039], [-2.7566, -3.4108, 4.8215], [-3.0355, -3.2079, 3.3218], [-1.9243, -2.3570, 2.7060], [1.6440, 2.8191, -0.0337], [1.8525, 4.1964, 0.0398], [3.1030, 4.7408, -0.2048], [4.1640, 3.9108, -0.5390], [3.9767, 2.5408, -0.6237], [2.7176, 1.9883, -0.3741], [2.3958, 0.2064, -0.5034], [4.0364, -0.5686, -0.1401], [4.4358, -0.4564, 1.3343], [5.8791, -0.9114, 1.5456], [6.0957, -2.3185, 0.9987], [5.7351, -2.3854, -0.4815], [4.2855, -1.9605, -0.7366], [2.1182, -0.2412, -2.2763], [0.7487, 0.2371, -2.7551], [0.6150, -0.0070, -4.2564], [1.5892, 0.9126, -5.0217], [2.7677, 1.3560, -4.1451], [3.2421, 0.2227, -3.2394], [-1.8759, 3.3435, -0.9555], [-1.6418, 1.8246, -1.8212], [-0.5114, 3.1481, -2.0350], [-1.2484, 4.6942, 0.8678], [-2.6111, 5.5154, 2.7324], [-3.2365, 3.9804, 4.5749], [-2.4389, 1.6840, 4.5901], [1.0060, -0.9263, 4.0636], [-0.0348, -0.1362, 5.9682], [-0.3614, 1.4644, 5.3119], [1.4376, 1.2305, 7.1725], [1.7839, 2.2827, 5.8196], [2.6645, -0.6324, 5.9383], [3.7074, 0.6991, 6.3718], [3.7647, -0.2197, 3.8869], [3.8797, 1.5032, 4.1639], [2.1535, 0.6130, 2.3622], [1.7188, 1.9623, 3.3873], [-2.8656, -0.4332, 2.6720], [-3.5001, -0.8232, 4.8062], [-1.9951, -0.0700, 5.2637], [-2.1495, -2.1458, 6.4783], [-0.9063, -2.3598, 5.2735], [-3.6967, -3.5452, 5.3556], [-2.1823, -4.3257, 4.9719], [-3.9967, -2.7082, 3.1698], [-3.1050, -4.1692, 2.8124], [-1.9706, -2.3856, 1.6127], [-0.9701, -2.7934, 3.0052], [1.0369, 4.8601, 0.2992], [3.2530, 5.8094, -0.1323], [5.1420, 4.3303, -0.7308], [4.8274, 1.9270, -0.8809], [4.7073, 0.0946, -0.6941], [3.7802, -1.0812, 1.9515], [4.3063, 0.5715, 1.6832], [6.1223, -0.8668, 2.6079], [6.5548, -0.2138, 1.0412], [5.4811, -3.0306, 1.5624], [7.1317, -2.6230, 1.1436], [5.8886, -3.3923, -0.8713], [6.4025, -1.7279, -1.0472], [3.6164, -2.7082, -0.3042], [4.1041, -1.9509, -1.8125], [2.0966, -1.3372, -2.2595], [0.6332, 1.3007, -2.5576], [-0.0723, -0.2674, -2.2068], [-0.4101, 0.1664, -4.5844], [0.8417, -1.0580, -4.4614], [1.0605, 1.7924, -5.3888], [1.9613, 0.3872, -5.9013], [2.4905, 2.2187, -3.5313], [3.5930, 1.6893, -4.7734], [4.1292, 0.5396, -2.6900], [3.5520, -0.6268, -3.8519], [-3.4188, 1.0954, 0.3530], [-3.0565, -0.0099, -0.2437], [-1.8842, -0.4843, -0.0973], [-3.9994, -0.7117, -1.1500], [-3.4659, -0.2182, -3.1598], [-2.7657, 1.6180, 0.9356], [-4.3359, 1.4893, 0.1917], [-5.0327, -0.4190, -0.9880], [-3.8874, -1.7868, -1.0371], [1.5632, -2.6140, 1.6872], [0.6129, -3.4939, 0.0334], [0.6898, -4.8201, -0.3102], [0.0102, -5.2040, -1.4639], [-0.6988, -4.2550, -2.1909], [-0.7207, -2.9468, -1.7511], [-0.0639, -2.5630, -0.6420], [1.2503, -5.5269, 0.2850], [0.0350, -6.2368, -1.7859], [-1.2326, -4.5284, -3.0900], [-1.2701, -2.1761, -2.2812]], "mulliken_spin": [1.7249, -0.0104, -0.0427, 0.0330, 0.0011, 0.0004, 0.0007, -0.0046, -0.0584, 0.1258, -0.0552, -0.0053, 0.0035, -0.0003, -0.0008, 0.0261, -0.0480, -0.0051, 0.0006, 0.0000, 0.0049, 0.0330, 0.0021, -0.0033, -0.0001, 0.0020, -0.0070, -0.0372, 0.1007, -0.0236, 0.0153, -0.0003, 0.0004, -0.0016, 0.0145, -0.0479, 0.0796, 0.0112, 0.0002, 0.0012, 0.0002, -0.0005, 0.0035, -0.0028, 0.0002, 0.0001, 0.0001, 0.0012, 0.0090, -0.0007, 0.0009, -0.0003, 0.0000, -0.0009, 0.0005, 0.0003, 0.0002, -0.0051, 0.0023, 0.0081, 0.0004, -0.0004, 0.0000, 0.0000, -0.0002, 0.0002, -0.0001, 0.0003, 0.0136, 0.0052, -0.0003, 0.0000, -0.0002, 0.0004, -0.0049, -0.0060, -0.0004, -0.0001, -0.0004, -0.0002, 0.0001, 0.0002, -0.0005, -0.0016, 0.0012, 0.0128, 0.0024, 0.0021, 0.0004, 0.0000, 0.0007, -0.0001, -0.0006, 0.0002, -0.0006, -0.0004, 0.0046, 0.0281, 0.0231, 0.0026, 0.0000, -0.0050, 0.0019, 0.0000, -0.0003, -0.0109, 0.0182, -0.0029, 0.0080, -0.0038, 0.0267, 0.0409, 0.0000, -0.0001, 0.0003, -0.0001], "gap_ha": [0.2575, 0.2678], "charge": 3, "energy_ha": -3533.0600, "homo_ev": [-16.40, -16.41], "max_force_ev_per_a": 0.68, "lumo_ha": [-0.3452, -0.3352], "spin_multiplicity": 3, "s_squared": 2.023}